ORCA calculation (ωB97M-V/def2-TZVPD) on C21H27BrN9O4Ti as an isolated structure.

## Properties
**HOMO-LUMO gap (spin up / spin down)**: 0.2196 / 0.2930 hartree
**Energy above the lowest of the compared OMol25 structures with the same formula, charge and spin**: 1.9 kcal/mol
**HOMO energy (spin up / spin down)**: -0.3024 / -0.3927 Eh
**Total charge**: +1
**Max |F|**: 0.226 eV/Å
**Multiplicity**: 3
**Lowest unoccupied orbital energy (spin up / spin down)**: -0.0828 / -0.0998 Eh

```
63
C21H27BrN9O4Ti, DFT ωB97M-V/def2-TZVPD
Ti 0.04 0.16 0.79
C 3.33 0.00 3.99
O 2.03 0.35 4.50
C 1.12 0.72 3.63
O 1.33 0.80 2.41
N -0.04 1.02 4.22
N -1.12 1.35 3.41
H 3.87 -0.42 4.83
H 3.84 0.90 3.63
H 3.24 -0.73 3.19
H -0.15 0.82 5.20
H -1.49 2.26 3.67
H -1.84 0.64 3.47
N 3.46 0.81 0.59
C 3.05 0.09 -0.45
N 3.97 -0.19 -1.37
C 3.53 -0.88 -2.43
N 4.45 -1.20 -3.36
N 2.27 -1.25 -2.66
C 1.41 -0.94 -1.68
N 1.75 -0.31 -0.50
C 0.03 -1.23 -1.87
C -0.47 -1.76 -3.08
C -1.82 -1.94 -3.23
C -2.68 -1.65 -2.13
C -2.13 -1.16 -0.98
N -0.81 -0.89 -0.83
H 4.43 1.10 0.59
H 2.85 1.04 1.35
H 5.42 -1.01 -3.18
H 4.19 -1.80 -4.12
H 0.23 -2.00 -3.86
H -2.22 -2.35 -4.15
H -3.74 -1.84 -2.18
H -2.75 -0.94 -0.12
Br -1.45 -4.88 5.20
C -1.05 -3.49 3.97
C 0.25 -3.31 3.54
C 0.53 -2.28 2.65
C -0.46 -1.42 2.15
C -1.76 -1.67 2.60
C -2.07 -2.68 3.50
H 1.04 -3.96 3.90
H 1.56 -2.16 2.33
H -2.59 -1.06 2.24
H -3.09 -2.84 3.83
O -1.76 1.34 0.52
C -1.22 1.86 -0.48
O 0.03 2.05 -0.54
C -2.03 2.09 -1.74
N -1.22 1.54 -2.89
C -1.41 2.43 -4.09
C -2.47 3.43 -3.66
C -2.26 3.54 -2.15
H -2.96 1.53 -1.69
H -1.46 0.56 -3.07
H -0.24 1.54 -2.56
H -1.69 1.81 -4.94
H -0.45 2.90 -4.30
H -3.47 3.05 -3.88
H -2.35 4.38 -4.17
H -3.12 3.97 -1.63
H -1.38 4.14 -1.92
```